Formula: C53H40GeN3O2PPd
Source: the OMol25 dataset
Level of theory: ωB97M-V/def2-TZVPD

```
101
Properties=species:S:1:pos:R:3:forces:R:3:lowdin_spin:R:1
Pd -0.30677 -0.84424 -0.42117 -0.1 0.3 -0.4 1.157
C 3.83524 2.28261 0.79995 0.1 0.1 -0.1 -0.001
C 4.54724 1.93680 -0.35744 0.0 0.0 0.0 0.183
C 4.07729 0.89177 -1.13155 0.1 0.0 -0.1 -0.012
C 2.96231 0.14099 -0.80120 -0.1 -0.1 -0.1 0.173
N 2.29500 0.47835 0.38833 0.0 -0.2 0.2 0.084
C 2.73779 1.57310 1.14119 -0.1 -0.2 -0.1 0.150
C 2.55843 -1.02380 -1.66753 0.1 0.2 0.2 0.035
C 3.55797 -1.64068 -2.38939 0.1 -0.2 -0.2 0.135
C 3.21811 -2.72817 -3.23876 0.2 0.1 0.1 0.067
C 1.92965 -3.13052 -3.34028 -0.3 0.0 0.0 0.064
C 0.91161 -2.46915 -2.58905 0.2 0.0 -0.1 0.157
N 1.28071 -1.43104 -1.75203 -0.2 -0.1 -0.1 0.305
C -0.45629 -2.86006 -2.63872 -0.1 -0.2 0.0 0.098
C -0.95535 -3.80765 -3.58043 0.0 0.1 0.0 0.059
C -2.27469 -4.16357 -3.56706 0.0 0.0 0.0 0.033
C -3.15078 -3.59403 -2.62193 0.0 0.0 0.0 0.111
C -2.62214 -2.66601 -1.75691 0.1 0.1 0.0 0.008
N -1.33755 -2.29604 -1.75414 -0.2 0.1 0.0 0.168
H 4.12063 3.12513 1.41616 0.0 0.0 0.0 -0.003
H 5.42533 2.49077 -0.65994 0.0 0.0 0.0 0.011
H 4.58071 0.65524 -2.05677 0.0 0.0 0.0 -0.003
H 2.11189 1.80730 1.98721 0.0 0.0 0.0 0.007
H 4.59158 -1.35194 -2.27488 0.0 0.0 0.0 0.008
H 3.99726 -3.25095 -3.77911 0.0 0.0 0.0 0.002
H 1.68366 -3.98794 -3.95112 0.0 0.1 0.0 0.003
H -0.30061 -4.22098 -4.33451 0.0 0.0 0.0 0.004
H -2.64551 -4.87597 -4.29523 0.0 0.0 0.0 0.000
H -4.19971 -3.85157 -2.57965 0.0 0.0 0.0 0.008
H -3.24949 -2.17459 -1.02122 0.0 0.0 0.0 -0.001
O -3.56204 -0.00487 1.83922 0.0 0.1 0.0 0.019
C -2.84778 0.61099 1.05364 0.2 0.1 -0.2 0.010
O -1.55914 0.63117 1.01599 -0.2 -0.3 0.2 0.064
C -3.48084 1.50255 0.00744 0.0 0.0 0.0 0.003
C -4.76897 1.97795 0.22050 0.0 0.0 -0.1 0.000
C -5.34534 2.86542 -0.67379 0.0 0.0 0.0 0.003
C -4.63740 3.26166 -1.80046 0.0 0.0 0.0 0.001
C -3.36458 2.76442 -2.03500 0.0 -0.1 0.0 0.008
C -2.76636 1.88481 -1.13043 0.0 -0.1 0.0 0.021
P -1.06681 1.23918 -1.43312 0.2 0.2 -0.3 0.120
C 0.00033 2.63003 -0.92647 -0.1 0.0 0.0 0.006
C -0.37427 3.47839 0.11284 0.0 0.0 0.1 0.008
C 0.43341 4.55335 0.46740 0.0 -0.1 0.0 0.000
C 1.61135 4.79937 -0.22472 0.0 0.0 0.0 0.007
C 2.00135 3.94407 -1.24790 0.0 0.0 0.0 0.003
C 1.21150 2.85352 -1.58199 0.0 0.0 0.0 0.007
C -0.99150 1.31053 -3.27850 -0.1 0.0 0.0 0.019
C -0.58008 2.40967 -4.03765 0.0 0.0 0.0 0.006
C -0.65052 2.38238 -5.42439 0.0 0.0 0.0 0.001
C -1.14239 1.26055 -6.07899 0.0 0.0 0.0 0.002
C -1.56372 0.16675 -5.33880 0.0 0.0 0.1 0.000
C -1.48755 0.19403 -3.95219 0.1 0.1 -0.1 0.003
H -5.29607 1.63834 1.10289 0.0 0.0 0.0 0.000
H -6.34345 3.24702 -0.49742 0.0 0.0 0.0 0.000
H -5.07993 3.95252 -2.50821 0.0 0.0 0.0 0.000
H -2.84649 3.06057 -2.93734 0.0 0.0 0.0 0.001
H -1.29631 3.29099 0.65167 0.0 0.0 0.0 0.000
H 0.13133 5.20544 1.27774 0.0 0.0 0.0 0.000
H 2.22665 5.65309 0.03440 0.0 0.0 0.0 0.000
H 2.92668 4.12145 -1.78276 0.0 0.0 0.0 0.001
H 1.52279 2.18771 -2.37940 0.0 0.0 0.0 0.001
H -0.19933 3.29914 -3.55082 -0.1 0.0 0.0 0.000
H -0.32233 3.24354 -5.99413 0.0 0.0 0.0 0.000
H -1.19788 1.24256 -7.16070 0.0 0.0 0.0 0.000
H -1.94816 -0.71573 -5.83551 0.0 0.0 0.0 0.000
H -1.81601 -0.66289 -3.38865 -0.1 -0.1 0.1 0.000
C 1.24804 -0.24191 0.81809 -0.5 0.5 -0.1 0.515
Ge 0.46023 -0.66137 2.55900 0.3 -0.4 0.1 0.040
C -0.57040 -2.19701 1.88050 0.0 -0.1 0.3 0.024
C 0.20255 -3.07379 1.09966 -0.1 -0.2 0.3 0.025
C -0.32738 -4.26903 0.61992 0.0 0.1 -0.1 0.016
C -1.63678 -4.60336 0.91280 -0.1 0.0 0.0 0.004
C -2.40964 -3.75216 1.70037 0.0 0.0 0.0 0.017
C -1.88647 -2.56226 2.18494 0.1 0.1 -0.1 0.001
C -0.11031 0.77071 3.72592 -0.2 0.3 0.2 0.016
C 0.89740 1.52798 4.33118 -0.1 0.0 0.2 0.001
C 0.58452 2.59590 5.16659 0.0 -0.1 -0.1 0.000
C -0.74498 2.90338 5.42342 0.0 0.0 0.0 0.000
C -1.75341 2.13285 4.85587 0.0 0.0 0.0 0.001
C -1.44204 1.07624 4.00708 0.0 0.1 0.0 0.002
C 1.83606 -1.58970 3.61871 0.3 0.0 0.0 -0.002
C 1.46213 -2.69306 4.39001 0.2 0.1 0.0 -0.001
C 2.38527 -3.33693 5.20632 0.0 0.1 -0.1 0.000
C 3.70233 -2.89540 5.25548 -0.1 0.0 0.0 0.000
C 4.09516 -1.81035 4.48475 -0.1 0.0 0.0 0.000
C 3.16684 -1.16426 3.67506 -0.1 -0.1 0.0 0.001
H 1.25515 -2.87082 0.94315 0.1 0.0 -0.1 0.007
H 0.28624 -4.92504 0.01347 0.0 0.0 0.0 0.001
H -2.06037 -5.52470 0.52981 0.0 0.0 0.0 0.000
H -3.43342 -4.01675 1.93758 0.0 0.0 0.0 0.001
H -2.51223 -1.90278 2.76861 0.0 0.0 0.0 0.000
H 1.94100 1.26079 4.19621 0.0 0.0 0.0 0.000
H 1.37778 3.17399 5.62768 0.0 0.0 0.0 0.000
H -0.99472 3.73324 6.07532 0.0 0.0 0.0 0.000
H -2.79295 2.36008 5.06554 0.1 0.0 0.0 0.000
H -2.24226 0.50651 3.54914 0.0 0.0 0.0 0.000
H 0.44205 -3.06277 4.35131 0.0 0.0 0.0 0.000
H 2.07780 -4.18837 5.80072 0.0 0.0 0.0 0.000
H 4.42187 -3.40058 5.88792 0.0 0.0 0.0 0.000
H 5.12293 -1.46870 4.51147 0.0 0.0 0.0 0.000
H 3.49835 -0.32339 3.06916 0.0 0.0 0.0 0.001
```
Positions in Å, forces in eV/Å.

Output
HOMO level (spin up / spin down) = -5.0 / -8.1 eV
Multiplicity = 5
M = 960.9 g/mol
E_LUMO (spin up / spin down) = -0.0356 / -1.2024 eV
Charge = 0
HOMO-LUMO gap (spin up / spin down) = 4.987 / 6.919 eV